[1]
Molecular formula: C10H19Br2ClNOS
Method: DFT, ωB97M-V/def2-TZVPD

Calculated values
E_tot in eV: -177647.668
HOMO level in eV: -11.63
Total charge: +1
Gap between HOMO and LUMO in eV: 6.617
Energy above the lowest of the compared OMol25 structures with the same formula, charge and spin in eV: 0.000

Each line ends with the Mulliken charge.
Geometry (Å):
Br: 0.520 -0.532 4.749  -0.022
Br: -1.906 -2.782 5.105  -0.012
Cl: -2.998 -4.594 2.711  -0.101
S: -1.652 -3.333 2.005  0.517
O: 2.250 1.137 -2.227  -0.446
N: -0.612 1.414 -1.891  -0.672
C: 0.375 3.507 -1.141  -1.538
C: 0.562 -1.250 1.990  -0.823
C: -0.107 -1.529 3.307  0.201
C: 2.924 2.264 -2.766  -0.665
C: -2.668 -2.175 1.018  -0.791
C: 0.319 2.000 -0.922  0.573
C: -0.950 -2.398 -0.852  -0.735
C: -2.107 -1.943 -0.362  -0.206
C: 1.694 1.316 -0.947  -0.355
C: -1.096 -2.419 3.460  -0.032
H: -0.735 0.427 -1.686  0.091
H: -0.569 3.963 -0.845  0.381
H: -0.352 -1.751 -1.484  0.337
H: -0.164 1.425 -2.804  0.336
H: 1.171 3.964 -0.552  0.352
H: 2.241 2.920 -3.310  0.242
H: -0.212 -1.203 1.225  0.044
H: 1.019 -0.265 1.989  0.561
H: -2.745 -1.319 -0.985  0.367
H: -0.094 1.828 0.080  0.259
H: 3.667 1.891 -3.468  0.275
H: 1.565 0.301 -0.549  0.000
H: 1.288 -2.023 1.743  0.357
H: -2.756 -1.240 1.573  0.390
H: -3.668 -2.618 0.972  0.683
H: 3.432 2.834 -1.984  0.313
H: 2.405 1.832 -0.287  0.467
H: -0.578 -3.404 -0.678  0.344
H: 0.537 3.754 -2.190  0.304

Cartesian forces (eV/Å) of the 2 atoms listed first:
Br 0.019 -0.040 0.073
Br -0.091 -0.016 -0.105



[2]
Molecular formula: C10H19CdN4OS6
Method: DFT, ωB97M-V/def2-TZVPD

Calculated values
E_tot in eV: -88267.039
HOMO level in eV: -4.23
Total charge: -1
Gap between HOMO and LUMO in eV: 6.950

Each line ends with the Mulliken charge.
Geometry (Å):
Cd: 0.612 1.211 -0.782  1.385
S: 2.006 -4.564 -0.066  -0.403
S: 0.220 4.365 -2.290  -0.122
S: 0.310 1.238 -3.307  -0.469
S: 0.814 3.855 -0.401  -0.592
S: 1.184 3.055 -3.569  -0.155
S: 1.173 -1.822 -0.773  -0.416
O: -0.446 -3.786 -0.614  -0.211
N: 2.985 1.023 -0.421  -0.547
N: 0.675 1.049 1.714  -0.453
N: -2.263 3.144 -0.046  -0.300
N: -1.745 0.914 -0.319  0.202
C: -3.440 -0.739 -0.553  -0.797
C: -4.046 1.566 -0.399  -0.720
C: -0.766 -5.155 -0.549  -0.818
C: 1.614 0.094 2.289  -0.563
C: 0.859 -3.441 -0.479  0.055
C: 3.542 0.141 0.601  -0.509
C: 3.061 0.494 2.008  -0.618
C: -2.676 1.878 -0.285  0.497
C: -2.119 -0.356 -0.465  0.080
C: -4.420 0.250 -0.520  -0.350
H: 3.178 1.567 2.182  0.311
H: -3.701 -1.778 -0.656  0.473
H: -1.258 3.339 -0.141  -0.153
H: 3.345 1.971 -0.310  0.217
H: -0.275 0.790 1.963  0.179
H: 3.224 -0.877 0.359  0.234
H: 3.267 0.676 -1.337  0.251
H: 3.699 -0.037 2.715  0.370
H: -5.467 -0.011 -0.590  0.372
H: 0.851 1.985 2.075  0.182
H: 4.644 0.174 0.588  0.311
H: 1.473 0.001 3.380  0.348
H: -1.848 -5.220 -0.669  0.189
H: -1.309 -1.078 -0.513  0.023
H: -0.263 -5.709 -1.349  0.334
H: -0.457 -5.589 0.408  0.351
H: -2.876 3.894 -0.319  0.277
H: -4.776 2.362 -0.392  0.336
H: 1.414 -0.879 1.835  0.218

Cartesian forces (eV/Å) of the 2 atoms listed first:
Cd 0.010 0.338 -0.009
S 0.361 -0.395 0.121



[3]
Molecular formula: C10H19ClNO6RuSbSe3Te
Method: DFT, ωB97M-V/def2-TZVPD

Calculated values
Expectation value of S²: 8.78
E_tot in eV: -249421.137
HOMO level (alpha / beta) in eV: -4.32 / -4.52
2S+1: 6
Total charge: -1
Gap between HOMO and LUMO (alpha / beta) in eV: 6.458 / 4.868
Energy above the lowest of the compared OMol25 structures with the same formula, charge and spin in eV: 0.000

Each line ends with the Mulliken charge.
Geometry (Å):
Te: 3.261 2.061 -2.415  -0.160
Sb: 0.215 0.505 0.484  0.907
Ru: 0.896 -1.091 -1.467  0.257
Se: 2.358 -2.352 -2.884  -0.046
Se: 1.195 0.795 -2.658  -0.197
Se: 4.359 -1.648 -2.297  -0.388
Cl: 0.213 -3.009 0.678  1.746
O: 1.396 -2.921 -0.176  -0.672
O: 0.470 -2.243 1.857  -0.603
O: -0.887 -2.418 -0.054  -0.501
O: -0.493 -2.839 -3.219  -0.623
O: -0.071 -4.359 0.981  -0.732
O: -2.347 0.420 -0.822  -0.663
N: -1.230 -0.898 -2.308  0.255
C: 3.059 1.559 1.653  -1.040
C: -0.536 0.907 3.417  -0.973
C: -2.895 -2.546 -2.725  -0.404
C: -0.309 2.626 0.172  -0.735
C: 2.294 0.302 1.286  -0.454
C: -1.427 -2.142 -2.810  0.244
C: -3.550 -1.317 -2.114  -0.664
C: 0.732 3.709 0.332  -0.834
C: -1.125 0.279 2.177  -0.783
C: -2.345 -0.483 -1.659  0.122
H: 2.812 -0.247 0.499  0.324
H: -1.138 2.769 0.886  0.438
H: -4.109 -0.720 -2.859  0.317
H: -1.227 0.801 4.275  0.384
H: 0.418 0.420 3.702  0.240
H: 0.262 4.696 0.153  0.371
H: -2.973 -3.436 -2.072  0.211
H: -2.059 0.784 1.854  0.510
H: -4.236 -1.512 -1.272  0.292
H: 2.553 2.130 2.465  0.217
H: -0.339 1.988 3.275  0.226
H: -0.738 2.631 -0.844  0.447
H: 1.153 3.718 1.361  0.187
H: 2.155 -0.380 2.142  0.477
H: 1.568 3.585 -0.384  0.014
H: -1.310 -0.804 2.312  0.452
H: -3.268 -2.836 -3.714  0.353
H: 4.069 1.291 2.011  0.360
H: 3.174 2.225 0.778  0.123

Cartesian forces (eV/Å) of the 2 atoms listed first:
Te 0.617 -0.138 0.050
Sb 0.488 0.933 0.876



[4]
Molecular formula: C10H19F
Method: DFT, ωB97M-V/def2-TZVPD

Calculated values
E_tot in eV: -13389.153
HOMO level (alpha / beta) in eV: -7.87 / -7.44
Gap between HOMO and LUMO (alpha / beta) in eV: 8.775 / 8.160
Energy above the lowest of the compared OMol25 structures with the same formula, charge and spin in eV: 4.008

Each line ends with the Mulliken charge.
Geometry (Å):
F: -0.354 0.339 -2.564  -0.364
C: -1.172 -0.980 2.284  -2.067
C: 1.539 0.240 1.396  -0.473
C: 0.934 0.388 -2.009  1.219
C: 0.182 0.134 0.735  -0.348
C: -1.027 -0.666 0.764  2.221
C: 0.691 1.461 1.242  -0.707
C: -2.309 -0.019 0.207  -1.889
C: -1.079 -2.069 0.079  -1.733
C: 1.218 1.820 -2.123  -1.470
C: 1.535 -0.850 -2.634  -1.465
H: 0.422 1.839 2.157  0.345
H: 2.351 -0.551 -3.220  0.405
H: 1.490 -0.030 2.386  0.383
H: 0.749 -1.339 -3.102  0.384
H: -0.409 -1.617 2.696  0.389
H: -2.145 0.139 -0.773  0.516
H: -2.043 -1.557 2.424  0.543
H: 0.316 2.187 -1.703  0.321
H: 2.393 -0.053 0.856  0.199
H: -0.297 -2.760 0.298  0.369
H: -1.292 -2.112 -1.115  0.195
H: -1.868 -2.401 0.641  0.654
H: -2.459 0.904 0.667  0.461
H: 1.838 -1.373 -1.727  0.266
H: -1.121 -0.068 2.791  0.464
H: 1.407 2.273 -3.158  0.342
H: -3.217 -0.642 0.356  0.359
H: 0.828 2.230 0.519  0.108
H: 2.062 2.029 -1.493  0.373

Cartesian forces (eV/Å) of the 2 atoms listed first:
F -1.302 -0.096 0.494
C 0.459 -0.568 -1.281



[5]
Molecular formula: C10H19GeN5O4SSr
Method: DFT, ωB97M-V/def2-TZVPD

Calculated values
E_tot in eV: -94506.805
HOMO level in eV: -6.99
Gap between HOMO and LUMO in eV: 6.806

Each line ends with the Mulliken charge.
Geometry (Å):
Sr: 1.282 0.625 -0.359  1.947
Ge: -2.116 1.984 -0.789  0.525
S: 4.342 0.183 -1.832  -0.449
O: -0.111 -2.894 0.692  -0.815
O: -0.876 -2.610 5.050  -0.604
O: 1.357 -1.497 -0.219  -1.028
O: -1.103 -3.444 3.011  -0.539
N: 1.387 0.389 3.358  -0.169
N: 1.466 -0.043 2.099  -0.770
N: 1.846 -0.010 -3.334  -0.464
N: 2.455 -1.250 -3.021  -0.074
N: 3.981 -2.434 -1.791  -0.377
C: 3.551 -1.239 -2.238  0.226
C: 0.654 -1.925 0.745  0.888
C: 0.660 -0.432 4.132  -0.711
C: 0.218 -1.461 3.332  0.747
C: 0.760 -1.170 2.053  0.199
C: -2.527 0.781 0.733  -1.144
C: -0.285 2.627 -0.652  -1.535
C: -3.463 3.444 -0.836  -1.155
C: -2.282 0.897 -2.436  -1.089
C: -0.636 -2.566 3.868  0.474
H: 1.788 -1.989 -2.852  0.328
H: 1.513 -0.048 -4.290  0.256
H: -3.311 0.579 -2.604  0.363
H: -4.474 3.038 -0.917  0.351
H: 2.609 0.669 -3.297  0.210
H: -3.597 0.584 0.803  0.406
H: -2.201 1.216 1.680  0.289
H: -3.410 4.047 0.071  0.343
H: -3.288 4.096 -1.692  0.330
H: 1.860 1.232 3.627  0.184
H: -0.202 3.303 0.210  0.284
H: -0.789 -3.265 2.077  0.465
H: 4.751 -2.419 -1.147  0.212
H: 0.484 -0.256 5.179  0.531
H: 3.386 -3.246 -1.809  0.226
H: -2.021 -0.180 0.597  0.278
H: -1.660 0.002 -2.348  0.268
H: -1.952 1.463 -3.308  0.322
H: -0.048 3.217 -1.547  0.273

Cartesian forces (eV/Å) of the 2 atoms listed first:
Sr 0.883 3.403 -1.315
Ge 0.354 0.609 -0.011



[6]
Molecular formula: C10H19N2
Method: DFT, ωB97M-V/def2-TZVPD

Calculated values
E_tot in eV: -13648.535
HOMO level in eV: -12.24
Total charge: +1
Gap between HOMO and LUMO in eV: 9.748
Energy above the lowest of the compared OMol25 structures with the same formula, charge and spin in eV: 4.387

Each line ends with the Mulliken charge.
Geometry (Å):
N: 1.071 0.074 1.602  -0.092
N: 0.668 -0.399 -0.679  1.046
C: -2.339 0.167 -0.675  -0.180
C: -2.146 1.510 -0.645  -0.663
C: 1.219 -2.185 0.865  -1.825
C: 1.036 1.929 -0.020  -0.250
C: 1.393 0.897 -1.028  -0.433
C: 1.534 1.443 1.337  -0.596
C: -1.908 -0.726 1.625  -0.762
C: 0.997 -0.929 0.640  0.887
C: 0.593 -1.437 -1.807  -1.060
C: -2.557 -0.758 0.489  0.017
H: 0.052 -1.012 -2.739  0.320
H: 1.014 1.133 -2.106  0.330
H: -0.017 2.196 -0.134  -0.029
H: -2.209 2.246 -1.510  0.307
H: -1.063 0.023 1.731  0.171
H: 1.567 2.870 -0.255  0.364
H: -2.400 -0.228 -1.676  0.344
H: 1.207 -2.867 0.130  0.420
H: 1.638 -1.530 -2.057  0.470
H: 1.438 2.127 2.246  0.380
H: -2.294 -1.309 2.480  0.334
H: 0.082 -2.333 -1.427  0.365
H: 2.632 1.389 1.164  0.360
H: -0.284 -0.010 -0.652  -0.755
H: 2.542 0.896 -1.135  0.312
H: -2.160 2.200 0.257  0.321
H: -3.492 -1.377 0.470  0.352
H: 1.237 -0.350 2.549  0.241
H: 1.530 -2.422 1.835  0.305

Cartesian forces (eV/Å) of the 2 atoms listed first:
N -0.436 -0.487 1.452
N -0.545 0.253 -1.158



Q: What is the E_tot in the second record?
A: -88267.039 eV



Q: Which of these has the lowest E_tot?
A: C10H19ClNO6RuSbSe3Te



Q: Among the records above, which one has the highest E_tot?
A: C10H19F